Entry 1:
CH2N2O4P | ωB97M-V/def2-TZVPD

Last column: natural (NBO) charge in e.
Geometry (Å):
C (2.2098, 2.2498, 0.5047)  0.73
N (-0.2295, 0.9058, 0.4375)  -0.24
N (0.1695, -0.0322, 1.0963)  0.19
O (3.6210, -1.1522, 0.3480)  -0.91
O (2.6720, 1.3579, 0.0110)  -0.61
O (1.8775, -0.4671, -1.7148)  -0.93
O (1.3436, -0.5479, 0.9140)  -0.53
P (2.5617, -0.5664, -0.4426)  2.43
H (-1.0690, 1.4606, 0.7630)  0.42
H (-0.3830, -0.5263, 1.8930)  0.44

Output
HOMO level, eV: -17.03
Relative energy (zero: lowest compared OMol25 entry of this formula, charge and spin), eV: 0.686
Total charge: +1
Gap between HOMO and LUMO, eV: 10.52
Total energy, eV: -21516.8017

---

Entry 2:
C16H16N4O8P2 | ωB97M-V/def2-TZVPD

Last column: natural (NBO) charge in e.
Geometry (Å):
N (-1.0776, 0.5228, 2.2782)  -0.33
C (-1.2354, 0.6881, 1.1489)  0.29
C (-1.3343, 0.8979, -0.2942)  -0.69
C (-2.7604, 0.4517, -0.7488)  -0.66
C (-2.9666, 0.5919, -2.1869)  0.27
N (-3.1322, 0.7051, -3.3134)  -0.30
P (-4.2166, 1.2004, 0.1929)  1.39
O (-4.4459, 2.5118, -0.7686)  -0.99
O (-5.3965, 0.2088, -0.3859)  -0.99
P (-0.7083, 2.6725, -0.5622)  1.42
O (-1.9041, 3.4867, 0.1872)  -1.01
O (-1.0583, 2.8872, -2.1363)  -1.01
H (-0.5888, 0.2442, -0.7606)  0.30
H (-2.8352, -0.6187, -0.5223)  0.26
H (-5.0755, 3.0899, -0.3294)  0.50
H (-5.0935, -0.6235, -0.7566)  0.50
H (-2.4830, 3.9227, -0.4491)  0.51
H (-1.3294, 2.1063, -2.6363)  0.52
O (5.5845, 3.8325, 4.5600)  -0.38
N (5.4905, 2.6305, 4.7049)  0.52
O (6.3799, 1.9145, 5.1198)  -0.38
C (4.2082, 1.9953, 4.3512)  0.08
C (3.1899, 2.7827, 3.8456)  -0.21
C (1.9924, 2.1758, 3.5012)  -0.21
C (1.8284, 0.8067, 3.6665)  -0.18
C (2.8656, 0.0385, 4.1819)  -0.21
C (4.0693, 0.6309, 4.5293)  -0.22
H (3.3333, 3.8458, 3.7232)  0.25
H (1.1834, 2.7709, 3.0987)  0.23
H (0.8908, 0.3462, 3.3891)  0.24
H (2.7376, -1.0278, 4.3124)  0.22
H (4.8855, 0.0485, 4.9296)  0.25
O (-0.1682, -0.3430, -3.4620)  -0.37
N (0.2315, -1.2034, -2.7056)  0.52
O (0.7688, -0.9645, -1.6360)  -0.40
C (0.0422, -2.6073, -3.0886)  0.08
C (-0.5539, -2.8854, -4.3058)  -0.21
C (-0.7195, -4.2121, -4.6682)  -0.21
C (-0.2940, -5.2255, -3.8186)  -0.17
C (0.2960, -4.9198, -2.5987)  -0.21
C (0.4701, -3.5979, -2.2228)  -0.21
H (-0.8797, -2.0835, -4.9517)  0.26
H (-1.1795, -4.4540, -5.6163)  0.23
H (-0.4221, -6.2597, -4.1094)  0.22
H (0.6242, -5.7114, -1.9393)  0.23
H (0.9295, -3.3407, -1.2800)  0.25

Output
HOMO level, eV: -9.31
SMILES string: N#C[C@@H]([C@H](C#N)P(O)O)P(O)O.O=[N+]([O-])c1ccccc1.O=[N+]([O-])c1ccccc1
Gap between HOMO and LUMO, eV: 8.13
Total energy, eV: -57765.3034

---

Entry 3:
C4H13O3S | ωB97M-V/def2-TZVPD

Last column: natural (NBO) charge in e.
Geometry (Å):
C (-0.9354, -0.7729, -1.4239)  -0.07
O (-1.8914, -0.3224, -0.4385)  -0.77
C (0.3996, -0.0624, -1.1959)  -0.43
C (1.2247, -0.8264, -0.1528)  -0.43
C (2.4836, -0.1003, 0.3319)  -0.51
S (2.1697, 0.9015, 1.8746)  -0.74
H (-1.3684, -0.3872, -2.3485)  0.17
H (-0.6999, -1.8364, -1.3671)  0.17
H (0.9663, -0.0236, -2.1444)  0.18
H (0.3829, 1.0150, -1.0038)  0.22
H (0.5256, -0.8968, 0.6831)  0.21
H (1.4921, -1.8325, -0.4950)  0.18
H (2.9712, 0.5334, -0.4073)  0.18
H (3.1512, -0.8904, 0.6831)  0.19
H (-0.4221, 0.6840, 1.6202)  0.47
H (-2.8982, 1.0772, -0.2765)  0.49
H (-2.2162, 2.2181, 0.3358)  0.46
O (-3.1219, 1.9056, 0.2151)  -0.97
H (-1.5834, -0.6744, 0.4121)  0.50
H (0.1339, 0.1524, 2.7600)  0.50
O (-0.7641, 0.1385, 2.3378)  -1.01

Output
HOMO level, eV: -3.10
Relative energy (zero: lowest compared OMol25 entry of this formula, charge and spin), eV: 0.000
Total charge: -1
Gap between HOMO and LUMO, eV: 6.58
Total energy, eV: -21337.4364

---

Entry 4:
HN2O6S | ωB97M-V/def2-TZVPD

Last column: natural (NBO) charge in e.
Geometry (Å):
N (-1.8586, -2.0982, 1.2222)  0.32
N (0.9260, 2.1033, -0.1804)  0.32
O (-0.5988, -2.5006, 0.8845)  -0.52
O (0.0341, 2.9491, -0.0214)  -0.46
O (2.1347, 2.3422, -0.2888)  -0.43
O (0.6755, 0.3705, -2.1507)  -0.95
O (0.9270, -0.7209, -0.0167)  -0.99
O (-2.3081, -0.9532, 0.9401)  -0.37
S (0.1641, 0.2807, -0.7793)  1.61
H (-0.0959, -1.7729, 0.3905)  0.48

Output
HOMO level, eV: -5.27
Relative energy (zero: lowest compared OMol25 entry of this formula, charge and spin), eV: 0.126
Total charge: -1
Gap between HOMO and LUMO, eV: 8.65
Total energy, eV: -26113.0675

---

Entry 5:
C6H15N2 | ωB97M-V/def2-TZVPD

Last column: natural (NBO) charge in e.
Geometry (Å):
C (1.4600, -0.8947, -0.2664)  -0.03
C (-0.7095, 0.3597, -0.3633)  0.06
C (2.9325, -0.7745, -0.0528)  -0.67
C (-1.5373, 1.5295, 0.0151)  -0.68
C (1.1868, 1.4983, 0.1507)  -0.46
C (-2.1348, -1.4284, 0.5704)  -0.43
N (0.6259, 0.1319, -0.1789)  -0.23
N (-1.4698, -0.8497, -0.6359)  -0.49
H (0.9973, -1.8901, -0.6035)  0.18
H (3.2612, -0.0232, -0.7607)  0.23
H (3.2851, -1.7134, -0.5100)  0.25
H (3.3078, -0.5572, 1.0774)  0.25
H (-1.9113, 1.3603, 1.1226)  0.20
H (-2.4667, 1.7268, -0.5652)  0.25
H (-1.0564, 2.5472, -0.0743)  0.27
H (0.7329, 2.0344, 1.0586)  0.25
H (2.2914, 1.5581, 0.3327)  0.25
H (1.1853, 2.1583, -0.7744)  0.24
H (-2.5405, -0.6430, 1.1319)  0.23
H (-2.8521, -2.0956, 0.3814)  0.22
H (-1.4014, -1.7897, 1.3540)  0.24
H (-2.2599, -0.7067, -1.3289)  0.44
H (-0.9266, -1.5382, -1.0805)  0.43

Output
HOMO level, eV: -10.87
Relative energy (zero: lowest compared OMol25 entry of this formula, charge and spin), eV: 4.853
Total charge: +1
Gap between HOMO and LUMO, eV: 7.86
Total energy, eV: -9435.1184

---

Entry 6:
C6H9N2 | ωB97M-V/def2-TZVPD

Last column: natural (NBO) charge in e.
Geometry (Å):
C (0.0710, 0.6358, -3.3711)  -0.60
C (0.0365, 0.4798, -2.1123)  0.49
N (0.0237, 0.3746, -0.9132)  -0.54
C (0.1537, -0.8373, -0.2838)  0.05
C (0.3377, -2.0588, -0.8378)  -0.23
C (-0.1152, -0.6839, 1.1601)  0.24
N (-0.1262, 0.5843, 1.4315)  -0.42
C (-0.2145, 1.1414, 2.7633)  -0.45
H (0.9210, 0.9515, -3.9833)  0.28
H (-0.8506, 0.7228, -4.0158)  0.28
H (0.6662, -2.1655, -1.7972)  0.22
H (0.3731, -2.9353, -0.2815)  0.22
H (-0.1071, -1.4399, 1.9360)  0.26
H (-0.2733, 1.4150, 0.7970)  0.48
H (0.4217, 2.0122, 3.1098)  0.26
H (-0.0996, 0.3523, 3.6024)  0.23
H (-1.2181, 1.4510, 2.7959)  0.23

Output
HOMO level, eV: -13.33
Relative energy (zero: lowest compared OMol25 entry of this formula, charge and spin), eV: 4.232
Total charge: +1
SMILES string: C=C=NC(=C)/C=[NH+]/C
Gap between HOMO and LUMO, eV: 8.27
Total energy, eV: -9338.0215

---

Entry 7:
C15H36FNO10 | ωB97M-V/def2-TZVPD

Last column: natural (NBO) charge in e.
Geometry (Å):
N (39.4470, 49.9160, 50.7070)  -0.76
H (39.6950, 50.6660, 50.1610)  0.44
H (38.5560, 49.4320, 50.3960)  0.46
H (39.2940, 50.2590, 51.6260)  0.44
H (40.0820, 49.3400, 50.6730)  0.39
O (37.4720, 51.9170, 50.3080)  -1.36
H (36.9610, 51.9310, 50.9760)  0.39
C (38.2880, 54.7510, 48.7410)  -0.15
C (39.3870, 53.8050, 48.3730)  0.47
O (40.4690, 54.7400, 48.2850)  -0.49
C (40.1430, 55.8620, 48.6280)  0.97
O (40.8780, 56.8180, 48.8320)  -0.62
O (38.8200, 55.8920, 48.8380)  -0.47
F (39.2190, 53.1240, 47.3050)  -0.31
H (37.9420, 54.3160, 49.6580)  0.25
H (37.6200, 54.7330, 47.9060)  0.18
H (39.6790, 53.0570, 49.2950)  0.15
C (42.0530, 50.6610, 52.8820)  -0.21
O (41.9950, 50.7010, 51.4650)  -0.56
C (43.2250, 50.8870, 50.7950)  -0.05
C (43.0840, 51.1690, 49.3260)  -0.05
O (42.1850, 50.3780, 49.0120)  -0.52
C (41.5880, 50.8290, 47.7990)  -0.05
C (40.8700, 49.6140, 47.2450)  -0.07
O (39.6780, 49.2160, 47.9510)  -0.58
C (38.8600, 48.0960, 47.4500)  -0.23
H (42.8450, 51.4980, 53.2400)  0.16
H (42.2960, 49.7390, 53.4140)  0.17
H (41.1570, 50.9000, 53.1120)  0.17
H (43.8360, 49.9930, 50.9370)  0.15
H (43.7460, 51.6320, 51.2180)  0.17
H (43.9580, 51.0300, 48.8470)  0.15
H (42.9180, 52.2410, 49.1530)  0.15
H (42.4890, 51.2830, 47.2570)  0.19
H (40.9390, 51.4160, 47.8790)  0.16
H (41.3950, 48.6500, 47.1330)  0.17
H (40.4950, 49.6970, 46.1350)  0.18
H (39.2780, 47.2460, 47.4400)  0.15
H (38.2980, 48.1120, 46.3210)  0.16
H (37.9520, 47.8530, 47.9770)  0.21
C (35.9690, 49.2090, 52.2590)  -0.26
O (37.2650, 49.0120, 52.6610)  -0.57
C (37.4290, 48.1750, 53.7680)  -0.11
C (38.9450, 48.2100, 54.2210)  -0.01
O (39.7260, 47.9590, 53.3510)  -0.52
C (39.9450, 46.6090, 53.0710)  -0.11
C (41.0900, 46.3910, 52.1950)  -0.10
O (40.6950, 46.8030, 50.8970)  -0.54
C (41.7290, 46.8910, 49.9740)  -0.22
H (36.0650, 49.8010, 51.3520)  0.23
H (35.5210, 49.8570, 53.1150)  0.16
H (35.3240, 48.2820, 51.9550)  0.16
H (37.1900, 47.2450, 53.6110)  0.16
H (36.9560, 48.8450, 54.3980)  0.19
H (39.2370, 47.6030, 55.0730)  0.15
H (39.1660, 49.3930, 54.3380)  0.15
H (39.0120, 46.0990, 52.6560)  0.18
H (39.8520, 45.9510, 54.0190)  0.19
H (41.2600, 45.3410, 52.1040)  0.19
H (42.0060, 46.8430, 52.5980)  0.18
H (42.0930, 45.8670, 49.4630)  0.13
H (42.6200, 47.1430, 50.3550)  0.17
H (41.4940, 47.3900, 49.1710)  0.18

Output
HOMO level, eV: -6.75
Relative energy (zero: lowest compared OMol25 entry of this formula, charge and spin), eV: 5.563
Gap between HOMO and LUMO, eV: 7.12
Total energy, eV: -40804.6218

---

Entry 8:
C5H7NO | ωB97M-V/def2-TZVPD

Last column: natural (NBO) charge in e.
Geometry (Å):
C (-1.6302, 0.2426, 0.6648)  -0.60
C (-0.1910, -0.1822, 0.0790)  -0.13
C (0.0742, -1.4633, -0.2412)  0.02
O (0.9722, -1.9389, -1.2225)  -0.46
C (1.9679, -1.1902, -1.6098)  0.07
C (0.0407, 1.1658, -0.1764)  0.15
N (0.6703, 1.9549, 0.6711)  -0.75
H (-1.8470, -0.5245, 1.3924)  0.22
H (-2.3380, 0.2494, -0.1696)  0.23
H (-1.7502, 1.2173, 1.1713)  0.24
H (-0.4633, -2.3062, 0.1818)  0.20
H (2.3945, -1.8041, -2.4471)  0.07
H (0.6710, 2.9352, 0.4371)  0.39
H (1.4290, 1.6443, 1.2690)  0.37

Output
HOMO level, eV: -7.75
Relative energy (zero: lowest compared OMol25 entry of this formula, charge and spin), eV: 6.932
Gap between HOMO and LUMO, eV: 8.36
Total energy, eV: -8829.2712

---

Entry 9:
C5H14 | ωB97M-V/def2-TZVPD

Last column: natural (NBO) charge in e.
Geometry (Å):
C (-0.4341, -1.8991, -0.7825)  -0.62
C (-0.5802, -1.0226, -2.0336)  -0.41
C (0.7660, -0.6585, -2.6516)  -0.60
H (-0.8546, -2.9024, -0.9112)  0.21
H (0.5843, -2.0637, -0.4398)  0.20
H (-0.9939, -1.5763, 0.1098)  0.21
H (-1.0823, -0.0964, -1.7363)  0.20
H (-1.1915, -1.5564, -2.7613)  0.20
H (0.7710, 0.3034, -3.1676)  0.21
H (1.0699, -1.3910, -3.4119)  0.20
H (1.5623, -0.6738, -1.9071)  0.20
C (0.6994, 1.4287, 2.7220)  -0.61
C (-0.6035, 1.9665, 2.1272)  -0.62
H (1.0335, 2.0973, 3.5211)  0.20
H (0.6351, 0.4220, 3.1469)  0.20
H (1.5082, 1.3979, 1.9978)  0.20
H (-0.5327, 3.0530, 2.1584)  0.21
H (-1.4457, 1.7311, 2.7887)  0.20
H (-0.9113, 1.4404, 1.2310)  0.21

Output
HOMO level, eV: -11.26
Relative energy (zero: lowest compared OMol25 entry of this formula, charge and spin), eV: 0.470
SMILES string: CCC.CC
Gap between HOMO and LUMO, eV: 12.34
Total energy, eV: -5411.5800

---

Entry 10:
C9H18Cl2STc | ωB97M-V/def2-TZVPD

Last column: Löwdin spin population.
Geometry (Å):
Tc (0.6107, 0.0788, 0.5346)  1.75
Cl (-0.0296, -2.1057, 0.5271)  0.18
Cl (1.4478, 2.1316, 1.2333)  0.15
C (2.2898, -0.1649, -0.5021)  -0.01
H (3.1266, 0.5469, -0.4648)  0.01
H (2.5827, -1.1581, -0.8622)  0.01
C (-0.9609, 0.9027, -0.2647)  0.67
C (1.0017, 0.4194, -1.3293)  0.01
H (-1.5996, 1.3443, 0.5468)  0.04
C (0.7387, -0.5002, -2.5112)  0.02
H (1.1338, 1.4608, -1.6558)  0.01
C (-0.4500, -0.0939, -3.3997)  0.00
H (1.6563, -0.5190, -3.1271)  0.00
H (0.5937, -1.5291, -2.1526)  0.00
C (-1.7291, -0.0155, -2.5736)  0.03
H (-0.2276, 0.8792, -3.8703)  0.00
H (-0.5405, -0.8390, -4.2016)  0.00
C (-1.6552, 1.1525, -1.5614)  0.10
H (-2.5776, 0.1532, -3.2492)  0.00
H (-1.9233, -0.9630, -2.0534)  0.00
H (-1.1964, 2.0202, -2.0633)  0.03
H (-2.6895, 1.4389, -1.3081)  0.00
C (-1.3112, -0.7060, 3.9007)  0.00
S (-0.1533, 0.5465, 3.3326)  0.01
C (1.3979, -0.3003, 3.6975)  0.00
H (-2.1779, -0.6719, 3.2360)  0.00
H (-1.6200, -0.4458, 4.9194)  0.00
H (-0.8521, -1.6959, 3.8724)  0.00
H (1.9400, 0.3253, 4.4141)  0.00
H (1.1761, -1.2697, 4.1510)  0.00
H (1.9979, -0.4222, 2.7848)  0.00

Output
HOMO level (alpha / beta), eV: -7.15 / -8.56
Relative energy (zero: lowest compared OMol25 entry of this formula, charge and spin), eV: 0.998
Gap between HOMO and LUMO (alpha / beta), eV: 6.76 / 7.00
Total energy, eV: -47700.5388
2S+1: 4
<S²>: 3.771

---

Entry 11:
C5H9NO | ωB97M-V/def2-TZVPD

Last column: natural (NBO) charge in e.
Geometry (Å):
O (-2.4522, -1.3377, 0.6728)  -0.70
C (-1.4459, -0.7305, -0.0894)  0.13
C (-1.1659, 0.7910, 0.1058)  -0.47
C (0.2888, 0.4095, 0.1118)  0.08
C (2.4836, 0.6395, -0.7489)  -0.39
N (1.4005, 1.0985, -0.1081)  -0.40
C (0.0388, -1.0683, 0.2031)  -0.47
H (-2.2743, -1.1470, 1.6027)  0.46
H (-1.6888, -0.9561, -1.1308)  0.18
H (-1.5810, 1.1836, 1.0470)  0.20
H (-1.5151, 1.4265, -0.7189)  0.21
H (2.3312, -0.2069, -1.3998)  0.18
H (3.4603, 1.0541, -0.5574)  0.19
H (1.4251, 2.0603, 0.2343)  0.39
H (0.5191, -1.7912, -0.4642)  0.21
H (0.1757, -1.4253, 1.2402)  0.20

Output
HOMO level (alpha / beta), eV: -6.54 / -6.42
Relative energy (zero: lowest compared OMol25 entry of this formula, charge and spin), eV: 4.211
Gap between HOMO and LUMO (alpha / beta), eV: 7.43 / 7.33
Total energy, eV: -8865.0016

---

Entry 12:
C4H34O13S2 | ωB97M-V/def2-TZVPD

Last column: Löwdin spin population.
Geometry (Å):
C (1.2727, 1.3118, 3.3191)  0.00
C (0.3980, 0.3572, 4.1545)  0.00
O (-0.2195, -0.6902, 3.3962)  0.00
C (0.6825, 1.4025, 1.8871)  0.08
S (1.7139, 2.7236, 1.1612)  0.40
S (1.2376, 3.0130, -0.7117)  0.39
C (-0.0748, 4.2295, -0.8109)  0.07
H (1.2867, 2.3304, 3.7240)  0.00
H (2.3304, 1.0231, 3.3195)  0.00
H (1.0855, -0.1352, 4.8441)  0.00
H (-0.4077, 0.7844, 4.7571)  0.00
H (-0.6090, -0.3494, 2.5835)  0.00
H (-0.3908, 1.5243, 1.9485)  0.00
H (0.9814, 0.4997, 1.3483)  0.01
H (-1.0737, 4.0013, -0.4254)  0.01
H (0.3082, 5.0481, -0.1946)  0.01
H (-0.2184, 4.5079, -1.8560)  0.00
H (3.3089, -0.9274, 0.2963)  0.00
H (3.4390, -1.9932, 1.4652)  0.00
O (3.8972, -1.5083, 0.7740)  0.00
H (4.7596, 1.1584, 1.4161)  0.00
H (4.9246, -0.2079, 1.7531)  0.00
O (4.9311, 0.6571, 2.2285)  0.00
H (-5.2391, -0.6967, -0.4695)  0.00
H (-4.2998, 0.3975, 0.1816)  0.00
O (-5.0913, -0.1311, 0.2883)  0.00
H (-0.2523, -2.0785, 0.8664)  0.00
H (-0.1014, -3.2365, 1.8512)  0.00
O (0.1875, -2.9444, 0.9797)  0.00
H (-0.7278, -1.8569, -2.8590)  0.00
H (-1.1725, -0.7746, -3.7491)  0.00
O (-0.7792, -0.8959, -2.8707)  0.00
H (-1.3384, 0.0036, -0.0493)  0.00
H (-2.1247, -0.7116, 1.1049)  0.00
O (-1.2359, -0.5444, 0.7686)  0.00
H (2.0475, -0.8753, -5.1674)  0.00
H (1.5008, -0.6596, -3.7801)  0.00
O (1.4023, -0.3504, -4.6839)  0.00
H (-4.1868, -1.7946, -2.2439)  0.00
H (-2.7234, -1.8907, -2.7573)  0.00
O (-3.5746, -1.4713, -2.9084)  0.00
H (-1.0672, 1.7046, -1.4242)  0.01
H (-2.0134, 0.5859, -2.0190)  0.00
O (-1.8465, 1.1648, -1.2607)  0.01
H (2.0104, -4.4704, -0.7286)  0.00
H (0.8867, -3.5320, -0.4729)  0.00
O (1.4558, -3.8473, -1.2124)  0.00
H (1.4876, -3.3514, -2.9079)  0.00
H (0.9008, -3.3992, -4.2712)  0.00
O (1.6461, -2.9954, -3.8086)  0.00
H (-3.2815, 4.0638, 1.2719)  0.00
H (-2.9810, 2.6868, 0.5566)  0.00
O (-3.0518, 3.1403, 1.3968)  0.00

Output
HOMO level (alpha / beta), eV: -12.93 / -12.93
Total charge: +1
Gap between HOMO and LUMO (alpha / beta), eV: 9.37 / 4.39
Total energy, eV: -52979.0373
2S+1: 2
<S²>: 0.756